Record 1
This record from the Open Molecules 2025 dataset describes the molecule C25H29N3O4. The level of theory is ωB97M-V/def2-TZVPD.

Calculated values
ΔE to the lowest compared entry with this formula, charge and spin: 152.2 kJ/mol
SMILES string: CCOC(=O)C1CCN(Cc2nc3ccccc3c(=O)n2-c2ccc(OCC)cc2)CC1
E_HOMO: -0.309 hartree
HOMO-LUMO gap: 9.05 eV

Last column: Löwdin charge in e.
Cartesian coordinates (Å):
C  -7.555  -2.232  0.478  -0.061
C  -6.412  -2.853  -0.312  -0.212
O  -5.187  -2.153  -0.093  -0.011
C  -4.977  -1.052  -0.821  -0.477
O  -5.740  -0.643  -1.657  0.118
C  -3.661  -0.392  -0.463  -0.223
C  -3.669  0.064  0.999  -0.122
C  -2.324  0.693  1.352  -0.192
N  -1.268  -0.280  1.146  -0.144
C  0.012  0.093  1.718  -0.102
C  0.653  1.273  1.022  -0.242
N  0.108  2.421  1.210  0.167
C  0.571  3.508  0.520  -0.210
C  -0.024  4.757  0.731  -0.012
C  0.425  5.856  0.036  -0.074
C  1.470  5.741  -0.881  -0.077
C  2.066  4.520  -1.100  -0.009
C  1.624  3.395  -0.403  -0.067
C  2.256  2.098  -0.609  -0.350
O  3.186  1.880  -1.357  0.098
N  1.703  1.063  0.164  0.112
C  2.341  -0.208  0.036  -0.243
C  2.232  -0.923  -1.150  -0.010
C  2.872  -2.135  -1.280  0.020
C  3.640  -2.653  -0.233  -0.263
O  4.219  -3.855  -0.466  -0.046
C  5.042  -4.432  0.530  -0.262
C  5.568  -5.750  -0.015  -0.064
C  3.757  -1.923  0.946  -0.003
C  3.115  -0.704  1.072  -0.006
C  -1.187  -0.674  -0.248  -0.183
C  -2.488  -1.354  -0.664  -0.119
H  -7.742  -1.221  0.124  0.076
H  -8.456  -2.824  0.345  0.077
H  -7.306  -2.196  1.536  0.077
H  -6.642  -2.841  -1.382  0.122
H  -6.217  -3.876  0.016  0.123
H  -3.545  0.477  -1.119  0.156
H  -4.467  0.789  1.166  0.126
H  -3.840  -0.803  1.638  0.123
H  -2.170  1.602  0.749  0.116
H  -2.317  0.984  2.404  0.124
H  0.662  -0.783  1.680  0.114
H  -0.162  0.367  2.762  0.132
H  -0.831  4.828  1.443  0.111
H  -0.035  6.819  0.200  0.104
H  1.809  6.614  -1.419  0.102
H  2.878  4.401  -1.802  0.119
H  1.655  -0.521  -1.968  0.128
H  2.801  -2.705  -2.193  0.122
H  4.459  -4.606  1.446  0.126
H  5.876  -3.758  0.765  0.126
H  6.207  -6.227  0.723  0.076
H  4.739  -6.411  -0.252  0.078
H  6.140  -5.573  -0.922  0.078
H  4.352  -2.285  1.770  0.105
H  3.219  -0.133  1.984  0.129
H  -1.002  0.190  -0.911  0.133
H  -0.357  -1.377  -0.360  0.117
H  -2.643  -2.237  -0.045  0.125
H  -2.423  -1.662  -1.708  0.126

Record 2
This record from the Open Molecules 2025 dataset describes a cluster of 2 separate species, C4H7ClS in total at a distorted geometry. The level of theory is ωB97M-V/def2-TZVPD.

Calculated values
ΔE to the lowest compared entry with this formula, charge and spin: 390.9 kJ/mol
2S+1: 3
E_HOMO (alpha / beta): -0.210 / -0.374 hartree
expectation value of S²: 2.01
HOMO-LUMO gap (alpha / beta): 6.29 / 7.53 eV

Last column: Löwdin charge in e.
Cartesian coordinates (Å):
C  -0.871  0.335  -0.787  -0.187
C  0.073  -0.811  -0.705  -0.722
C  0.412  0.517  -0.148  -0.915
C  0.466  0.646  1.408  -0.098
S  0.027  -2.303  0.147  0.859
Cl  1.633  1.518  -1.035  0.569
H  -1.126  0.738  -1.700  0.072
H  -1.724  0.414  -0.084  0.122
H  0.882  -0.597  -2.137  0.128
H  1.465  0.019  1.565  0.119
H  -0.505  0.268  1.811  0.076
H  0.513  1.719  1.814  0.093
H  -1.246  -2.462  -0.150  -0.116

Record 3
This record from the Open Molecules 2025 dataset describes a structure of composition C36H22Co2O8 at a distorted geometry. The level of theory is ωB97M-V/def2-TZVPD.

Calculated values
ΔE to the lowest compared entry with this formula, charge and spin: 14.2 kJ/mol
E_HOMO: -0.061 hartree
HOMO-LUMO gap: 6.19 eV
net charge: -2

Last column: Löwdin charge in e.
Cartesian coordinates (Å):
C  -0.570  -4.431  -0.153  -0.137
C  -1.779  -3.874  0.289  -0.101
C  -1.784  -2.557  0.738  -0.033
C  -0.620  -1.748  0.678  -0.210
C  -0.654  -0.359  1.085  -0.090
C  -1.776  0.507  0.688  -0.322
C  -1.488  1.964  0.400  -0.134
C  -0.368  2.355  -0.337  -0.050
C  -0.100  3.707  -0.559  -0.098
C  -1.013  4.671  -0.113  -0.124
C  -2.191  4.279  0.539  -0.098
C  -2.427  2.923  0.783  -0.018
O  -2.936  0.092  0.560  0.019
C  0.529  0.198  1.762  -0.325
C  1.129  -0.506  2.974  -0.114
C  1.063  -1.879  3.252  -0.025
C  1.846  -2.455  4.260  -0.094
C  2.604  -1.627  5.093  -0.124
C  2.587  -0.237  4.902  -0.106
C  1.871  0.315  3.844  -0.037
O  1.128  1.221  1.399  0.000
C  0.587  -2.325  0.198  -0.060
C  0.602  -3.665  -0.194  -0.121
H  -0.546  -5.482  -0.451  0.078
H  -2.712  -4.446  0.289  0.088
H  -2.675  -2.099  1.156  0.084
H  0.288  1.596  -0.753  0.113
H  0.826  3.990  -1.066  0.091
H  -0.793  5.731  -0.253  0.082
H  -2.914  5.032  0.869  0.092
H  -3.335  2.600  1.297  0.087
H  0.380  -2.510  2.686  0.103
H  1.842  -3.544  4.384  0.096
H  3.195  -2.064  5.897  0.083
H  3.140  0.425  5.570  0.088
H  1.877  1.392  3.671  0.110
H  1.483  -1.693  0.136  0.119
H  1.554  -4.108  -0.497  0.086
O  -5.176  2.100  2.544  0.118
C  -6.084  1.960  3.245  -0.141
Co  -7.539  1.905  4.249  0.022
C  -7.357  3.208  5.393  -0.220
O  -7.218  4.083  6.133  0.069
C  -8.508  2.860  3.156  -0.180
O  -9.113  3.539  2.443  0.094
C  -8.573  0.271  4.015  -0.273
C  -7.944  -0.559  3.064  -0.299
C  -8.117  -0.764  1.738  -0.103
C  -7.139  -1.253  0.810  -0.240
C  -7.219  -0.855  -0.549  -0.060
C  -6.175  -1.131  -1.420  -0.105
C  -5.085  -1.897  -0.972  -0.101
C  -5.100  -2.464  0.307  -0.097
C  -6.112  -2.139  1.206  -0.038
Co  -7.110  -0.526  4.630  0.033
C  -7.425  -2.162  5.305  -0.096
O  -7.567  -3.259  5.637  0.098
C  -6.750  0.405  6.126  -0.180
O  -6.490  0.684  7.222  0.081
C  -5.478  -0.642  4.009  -0.146
O  -4.403  -0.724  3.584  0.142
H  -9.626  0.217  4.292  0.064
H  -9.088  -0.474  1.322  0.101
H  -8.105  -0.297  -0.862  0.098
H  -6.204  -0.749  -2.443  0.089
H  -4.224  -2.054  -1.617  0.096
H  -4.318  -3.154  0.631  0.068
H  -6.158  -2.571  2.212  0.106

Record 4
This record from the Open Molecules 2025 dataset describes a structure of composition C17H18AsN2O6RhS2. The level of theory is ωB97M-V/def2-TZVPD.

Calculated values
2S+1: 5
E_HOMO (alpha / beta): -0.335 / -0.358 hartree
expectation value of S²: 6.01
HOMO-LUMO gap (alpha / beta): 8.41 / 6.68 eV

Last column: Löwdin charge in e.
Cartesian coordinates (Å):
Rh  1.289  1.630  0.263  1.155
O  -4.736  2.896  0.979  -0.287
S  -3.768  3.019  2.029  0.636
O  -4.074  3.792  3.192  -0.275
N  -2.330  3.495  1.380  0.023
C  -1.463  2.543  1.436  -0.512
O  -0.292  2.671  0.895  -0.220
C  -1.896  1.279  2.112  -0.160
C  -1.201  0.111  2.377  -0.044
C  -1.876  -0.922  3.018  -0.063
C  -3.211  -0.789  3.387  -0.057
C  -3.904  0.390  3.135  -0.021
C  -3.218  1.402  2.500  -0.219
H  -0.151  0.004  2.133  0.055
H  -1.350  -1.840  3.243  0.109
H  -3.712  -1.607  3.886  0.109
H  -4.937  0.512  3.427  0.125
O  2.968  2.997  1.457  -0.586
S  2.917  1.936  2.492  0.766
N  2.023  0.796  2.131  -0.504
O  4.145  1.141  -2.658  0.126
C  3.377  0.634  -1.887  -0.543
O  2.423  1.360  -1.286  -0.258
C  3.351  -0.837  -1.625  -0.157
C  3.887  -1.664  -2.609  -0.016
C  3.881  -3.039  -2.446  -0.067
C  3.362  -3.599  -1.287  -0.077
C  2.853  -2.779  -0.290  -0.077
C  2.840  -1.403  -0.462  -0.056
H  4.301  -1.207  -3.497  0.122
H  4.289  -3.674  -3.220  0.106
H  3.364  -4.673  -1.156  0.105
H  2.474  -3.209  0.628  0.107
H  2.468  -0.779  0.343  0.053
C  -1.110  -1.555  -0.987  -0.264
As  -0.495  0.265  -1.227  1.100
C  0.115  0.228  -3.062  -0.271
C  -2.165  1.236  -1.395  -0.259
H  -1.803  -1.781  -1.798  0.039
H  -1.618  -1.650  -0.030  0.018
H  -0.260  -2.234  -1.024  0.021
H  -0.715  -0.080  -3.698  0.038
H  0.936  -0.481  -3.155  0.026
H  0.465  1.216  -3.355  0.041
H  -2.712  0.833  -2.247  0.042
H  -1.965  2.295  -1.548  0.047
H  -2.766  1.122  -0.496  0.022